No. 1
{"formula": "C3H8FN2O", "method": "ωB97M-V with the def2-TZVPD basis set", "symbols": ["C", "C", "C", "N", "N", "O", "F", "H", "H", "H", "H", "H", "H", "H", "H"], "positions_angstrom": [[1.6119, 0.1709, 0.1752], [-2.7577, -0.3650, -0.0413], [-2.1172, 0.7719, 0.0325], [2.6689, 0.8662, -0.2074], [1.2374, -0.9605, -0.3626], [0.2259, -1.7390, 0.2435], [-0.8092, 0.9754, -0.2764], [1.1658, 0.4795, 1.0652], [-0.2374, -1.2146, 0.8423], [-3.5674, -0.4084, 0.5736], [-2.1915, -1.1179, -0.4324], [-2.4166, 1.5850, 0.6324], [2.7136, 1.7791, 0.1528], [2.8753, 0.6814, -1.2767], [1.5981, -1.5040, -1.1208]], "forces_ev_per_angstrom": [[-0.39, 4.33, 4.24], [2.10, 2.02, -0.29], [0.39, 0.50, 1.34], [2.11, -2.04, -5.23], [-4.50, -7.02, -0.91], [4.35, -0.10, -3.70], [-0.21, -0.36, -1.02], [-0.83, 0.06, 1.11], [-1.43, 2.20, 2.13], [-2.57, -0.63, 0.89], [0.52, -2.56, -1.24], [-0.71, 1.09, 0.19], [0.49, 1.42, 0.24], [0.14, 1.35, 2.69], [0.56, -0.24, -0.44]], "mulliken_spin": [0.71, 0.01, 0.00, 0.45, 0.66, 0.22, -0.02, 0.01, 0.00, 0.00, 0.00, 0.00, -0.01, 0.01, -0.03], "total_charge": 1, "homo_ev": [-10.8419, -13.9239], "s2": 2.007, "multiplicity": 3, "gap_ha": [0.27252, 0.20150], "max_force_ev_per_a": 8.38}



No. 2
{"formula": "C3H8FNO", "method": "ωB97M-V with the def2-TZVPD basis set", "symbols": ["C", "C", "C", "N", "O", "F", "H", "H", "H", "H", "H", "H", "H", "H"], "positions_angstrom": [[-1.5182, 0.0933, 1.1049], [1.0929, 0.8505, -1.4657], [-0.3428, -0.3908, 0.0974], [0.7424, -0.8595, 0.8049], [-0.0232, 0.7506, -0.5480], [-0.8784, -1.2913, -0.8426], [-2.4865, 0.3047, 0.5598], [-1.7704, -0.5961, 1.8994], [-0.8989, 0.9244, 1.4995], [2.1476, 0.6379, -1.1806], [1.2715, 1.8872, -1.6124], [0.7549, 0.4466, -2.4040], [0.4621, -1.6328, 1.4559], [1.5217, -0.8935, 0.1545]], "forces_ev_per_angstrom": [[1.28, -0.14, -1.61], [-0.30, 0.12, 0.34], [-2.95, 0.80, 1.49], [-0.23, -1.20, 0.95], [1.25, 1.60, -1.20], [0.28, -0.37, -0.02], [1.45, 0.29, 0.49], [0.31, -0.42, 0.10], [-1.48, 0.06, 0.19], [-0.88, -1.22, 0.44], [-0.68, 1.24, -0.20], [0.45, -0.54, -0.40], [1.22, 0.78, -1.37], [0.25, -1.01, 0.82]], "lowdin_charge": [0.02, -0.05, -0.72, 0.13, -0.10, 0.01, 0.10, 0.06, 0.09, 0.10, 0.07, 0.09, 0.13, 0.08], "homo_ev": -10.0991, "smiles": "CO[C@](C)(N)F", "multiplicity": 1, "gap_ha": 0.40695, "max_force_ev_per_a": 3.40, "relative_energy_kj_mol": 133.1}



No. 3
{"formula": "C3H8FNO4S", "method": "ωB97M-V with the def2-TZVPD basis set", "symbols": ["C", "C", "O", "C", "N", "O", "S", "O", "O", "F", "H", "H", "H", "H", "H", "H", "H", "H"], "positions_angstrom": [[2.2458, -0.5005, 0.1929], [1.7345, 0.9244, -0.0189], [0.3260, 1.0616, 0.1242], [-0.4477, 0.4846, -0.8794], [-1.4680, -0.4322, -0.3864], [-0.9387, -1.6878, -0.0286], [-2.4381, 0.0398, 0.8924], [-1.7431, 0.2195, 2.1082], [-3.6308, -0.7165, 0.8370], [-2.7347, 1.4536, 0.2938], [1.4960, -1.2405, -0.0879], [3.1281, -0.6805, -0.4218], [2.4948, -0.6731, 1.2377], [2.0575, 1.3297, -0.9840], [2.1500, 1.5766, 0.7476], [-0.9729, 1.2565, -1.4443], [0.1480, -0.1096, -1.5743], [-1.4066, -2.3057, -0.6083]], "forces_ev_per_angstrom": [[-0.09, 0.05, -0.14], [0.26, -0.06, 0.15], [-0.06, -0.02, 0.06], [0.05, 0.00, -0.03], [-0.12, 0.06, -0.23], [0.08, -0.13, 0.01], [0.14, 0.02, -0.08], [0.03, 0.10, 0.06], [-0.13, -0.05, -0.07], [-0.05, -0.05, 0.11], [-0.01, 0.05, -0.04], [0.08, 0.01, 0.11], [-0.01, -0.04, 0.02], [-0.12, -0.09, -0.08], [-0.02, 0.06, -0.06], [-0.04, 0.04, 0.10], [0.01, -0.04, 0.00], [-0.02, 0.07, 0.11]], "lowdin_charge": [-0.06, -0.24, -0.12, -0.23, -0.24, -0.02, 0.63, -0.21, -0.23, -0.12, 0.06, 0.08, 0.08, 0.12, 0.12, 0.13, 0.14, 0.12], "homo_ev": -10.5064, "smiles": "CCOCN(O)S(=O)(=O)F", "multiplicity": 1, "gap_ha": 0.40642, "max_force_ev_per_a": 0.31}



No. 4
{"formula": "C3H8FNP", "method": "ωB97M-V with the def2-TZVPD basis set", "symbols": ["C", "C", "C", "N", "F", "P", "H", "H", "H", "H", "H", "H", "H", "H"], "positions_angstrom": [[0.2876, -1.0996, 0.4506], [0.8257, 0.3318, 0.3942], [-0.8356, -0.2034, 0.0185], [1.4360, 0.7502, -0.8765], [-0.9156, -0.0164, -1.3248], [-2.3149, 0.5233, 0.7731], [0.8657, -1.8073, -0.2962], [0.4023, -1.5992, 1.4090], [1.2266, 0.8368, 1.3063], [0.8432, 0.4288, -1.6868], [2.5041, 0.3926, -1.0379], [1.4641, 1.6909, -0.8805], [-2.6289, -0.1588, 1.8301], [-3.1602, -0.0696, -0.0792]], "forces_ev_per_angstrom": [[2.49, -0.86, -2.01], [-2.35, -1.18, 0.72], [3.59, 0.24, 1.53], [2.60, -5.10, -0.70], [-0.39, -0.51, -0.65], [0.88, 3.70, -1.30], [-1.76, 1.28, 1.01], [-0.81, 0.38, 0.14], [-0.71, -0.31, -1.07], [0.64, 0.31, 0.81], [-3.09, 0.84, 0.45], [0.21, 4.37, -0.30], [-0.21, -2.23, 2.47], [-1.10, -0.93, -1.09]], "lowdin_charge": [-0.09, -0.17, -0.58, 0.18, -0.03, 0.95, 0.16, 0.12, 0.16, 0.17, 0.26, 0.11, -0.14, -0.10], "total_charge": 1, "homo_ev": -13.1177, "smiles": "[NH3+][C@@H]1C[C@@]1(F)P", "multiplicity": 1, "gap_ha": 0.34807, "max_force_ev_per_a": 5.77, "relative_energy_kj_mol": 96.4}



Question: What is the formula in the fourth record?
Answer: C3H8FNP